# C22H31ClN4OS

A single C22H31ClN4OS molecule (ωB97M-V/def2-TZVPD, the Open Molecules 2025 dataset).

Cartesian coordinates (Å):
C1 -4.540 -1.328 0.169
H1 -5.598 -1.524 0.322
H2 -4.245 -0.510 0.823
H3 -4.397 -1.016 -0.862
C2 -3.738 -2.596 0.478
N1 -2.300 -2.510 0.323
C3 -1.656 -1.571 1.219
C4 -0.144 -1.756 1.139
N2 0.325 -1.538 -0.225
C5 1.782 -1.588 -0.277
C6 2.374 -1.277 -1.651
H4 2.178 -2.097 -2.344
H5 3.456 -1.207 -1.531
C7 1.852 0.017 -2.290
N3 2.071 1.215 -1.515
C8 1.067 1.888 -0.886
S1 1.200 3.498 -0.506
N4 -0.061 1.190 -0.641
C9 -1.236 1.744 -0.083
C10 -2.368 1.761 -0.891
C11 -3.568 2.229 -0.392
C12 -3.654 2.690 0.911
C13 -2.525 2.663 1.707
C14 -1.306 2.186 1.241
C15 -0.117 2.149 2.146
H6 0.463 3.063 2.015
H7 -0.425 2.078 3.186
H8 0.533 1.311 1.903
H9 -2.592 3.017 2.725
H10 -4.592 3.059 1.295
Cl1 -4.972 2.228 -1.404
H11 -2.297 1.415 -1.912
H12 -0.014 0.157 -0.643
C16 3.417 1.756 -1.490
C17 4.185 1.224 -0.324
C18 4.031 1.431 1.016
C19 5.001 0.623 1.657
C20 5.671 -0.017 0.662
O1 5.181 0.335 -0.541
H13 6.484 -0.714 0.675
H14 5.175 0.537 2.710
H15 3.324 2.089 1.477
H16 3.334 2.845 -1.410
H17 3.934 1.494 -2.416
H18 0.786 -0.072 -2.504
H19 2.369 0.146 -3.250
H20 2.155 -2.574 0.048
H21 2.150 -0.843 0.436
C21 -0.338 -2.495 -1.100
C22 -1.848 -2.277 -1.032
H22 -2.348 -2.986 -1.695
H23 -2.072 -1.252 -1.376
H24 -0.001 -2.348 -2.126
H25 -0.109 -3.529 -0.797
H26 0.346 -1.037 1.800
H27 0.113 -2.772 1.477
H28 -1.989 -1.776 2.239
H29 -1.902 -0.524 0.975
H30 -3.928 -2.897 1.512
H31 -4.080 -3.406 -0.174

Results
E: -54682.94203 eV
LUMO: 0.69 eV
charge: 0
HOMO level: -7.82 eV
SMILES string: CCN1CCN(CCCN(Cc2ccco2)C(=S)Nc2cc(Cl)ccc2C)CC1
Kohn-Sham gap: 0.313 hartree
relative energy (zero: lowest compared OMol25 entry of this formula, charge and spin): 0.0 kcal per mole

Löwdin atomic charge list, values in e, 4 entries: number 1, C, carries -0.08; number 2, H, carries 0.07; number 3, H, carries 0.06; number 4, H, carries 0.06

***

# C22H61MgN4O7

A molecular structure, C22H61MgN4O7 (ωB97M-V/def2-TZVPD, the Open Molecules 2025 dataset).

Cartesian coordinates (Å):
Mg1 1.790 1.981 0.914
C1 -1.391 0.100 -1.317
C2 -0.949 0.095 0.153
O1 0.112 0.996 0.330
H1 -1.746 1.057 -1.701
H2 -2.051 -0.724 -1.589
H3 -0.488 -0.238 -1.826
H4 -0.746 -0.956 0.358
H5 -1.779 0.386 0.797
C3 -0.442 1.004 -6.103
C4 -0.962 -0.179 -5.426
O2 0.038 -0.463 -4.450
H6 -1.167 1.235 -6.884
H7 0.596 0.927 -6.426
H8 -0.311 1.861 -5.442
H9 -0.990 -1.092 -6.021
H10 -1.920 -0.002 -4.936
H11 -0.098 -1.404 -4.319
C5 3.751 -0.429 -3.898
C6 3.008 0.920 -3.941
O3 2.138 0.842 -2.877
H12 4.495 -0.558 -4.683
H13 3.068 -1.260 -4.074
H14 4.189 -0.689 -2.935
H15 2.495 1.003 -4.899
H16 3.602 1.833 -3.883
H17 1.397 0.306 -3.169
C7 1.255 4.652 -2.323
C8 1.679 4.298 -0.885
C9 0.618 4.526 0.220
O4 0.811 3.686 1.346
C10 -0.241 3.688 2.264
N1 2.215 2.916 -0.867
H18 0.505 3.989 -2.755
H19 2.065 4.675 -3.052
H20 0.786 5.635 -2.354
H21 2.541 4.911 -0.620
H22 -0.324 4.215 -0.231
H23 0.612 5.579 0.500
H24 -1.263 3.370 2.058
H25 -0.427 4.700 2.626
H26 0.121 3.151 3.141
H27 1.739 2.562 -1.685
H28 3.099 2.978 -1.351
C11 2.455 -1.635 1.319
C12 3.583 -0.850 0.673
C13 4.502 -1.668 -0.260
O5 5.165 -2.673 0.469
C14 6.205 -3.505 -0.162
N2 3.044 0.354 0.046
H29 2.187 -1.082 2.219
H30 2.790 -2.635 1.595
H31 1.558 -1.698 0.702
H32 4.227 -0.487 1.475
H33 5.182 -1.064 -0.861
H34 3.781 -2.097 -0.956
H35 6.586 -4.218 0.568
H36 7.030 -2.879 -0.502
H37 5.758 -4.071 -0.979
H38 2.808 -0.021 -0.861
H39 3.923 0.781 -0.212
C15 -3.587 0.317 3.608
C16 -4.416 0.938 4.721
C17 -5.598 1.743 4.132
O6 -5.226 2.832 3.359
C18 -6.356 3.567 2.930
N3 -4.806 -0.137 5.630
H40 -4.195 -0.245 2.900
H41 -2.792 -0.377 3.879
H42 -3.125 1.030 2.925
H43 -3.800 1.656 5.262
H44 -6.220 2.065 4.967
H45 -6.317 1.143 3.575
H46 -6.104 4.371 2.238
H47 -6.643 4.180 3.785
H48 -7.181 2.986 2.521
H49 -5.709 0.032 6.048
H50 -5.127 -0.922 5.081
C19 -0.924 -5.435 2.720
C20 0.064 -4.440 2.034
C21 -0.275 -4.285 0.527
O7 -1.581 -3.841 0.553
C22 -2.246 -3.653 -0.671
N4 0.055 -3.175 2.765
H51 -0.645 -5.493 3.772
H52 -0.801 -6.374 2.181
H53 -1.974 -5.159 2.618
H54 1.090 -4.791 2.139
H55 -0.235 -5.190 -0.080
H56 0.315 -3.615 -0.098
H57 -3.233 -3.190 -0.673
H58 -2.170 -4.605 -1.196
H59 -1.624 -3.004 -1.287
H60 -0.881 -3.015 3.107
H61 0.054 -2.550 1.971

Results
E: -49535.83883 eV
expectation value of S²: 0.75
spin multiplicity: 2
LUMO (alpha / beta): 0.28 / 0.27 eV
charge: 0
HOMO level (alpha / beta): -3.11 / -7.53 eV
Kohn-Sham gap (alpha / beta): 0.125 / 0.287 hartree
relative energy (zero: lowest compared OMol25 entry of this formula, charge and spin): 0.0 kcal per mole

Löwdin atomic charge list, values in e, 4 entries: number 1, Mg, carries 0.45; number 2, C, carries -0.10; number 3, C, carries -0.41; number 4, O, carries -0.38

***

# C40H52InN8OP2S

A molecular structure, C40H52InN8OP2S (ωB97M-V/def2-TZVPD, the Open Molecules 2025 dataset).

Cartesian coordinates (Å):
In1 -1.691 0.259 -0.338
N1 -3.115 -0.507 1.368
C1 -4.198 -1.314 0.781
C2 -4.784 -0.705 -0.470
N2 -3.700 -0.433 -1.397
C3 -3.390 -1.606 -2.211
C4 -2.379 -1.242 -3.233
N3 -1.128 -0.958 -2.531
H1 -2.756 -1.169 2.142
H2 -3.598 0.244 1.875
H3 -4.995 -1.573 1.495
H4 -3.771 -2.296 0.570
H5 -5.274 0.231 -0.241
H6 -5.409 -1.509 -0.966
H7 -3.894 0.284 -2.074
H8 -4.268 -2.134 -2.676
H9 -2.909 -2.415 -1.562
H10 -2.697 -0.273 -3.658
H11 -2.296 -2.048 -3.936
H12 -0.546 -0.318 -3.035
H13 -0.646 -1.795 -2.196
C5 7.093 -2.022 -0.142
S1 5.374 -1.359 -0.206
C6 4.834 -1.398 1.465
C7 3.486 -0.847 1.540
C8 2.525 -1.693 0.694
N4 1.186 -1.075 0.452
P1 0.887 0.544 0.140
C9 2.177 0.991 -1.087
C10 2.171 0.255 -2.274
C11 3.093 0.545 -3.239
C12 4.094 1.495 -2.992
C13 4.146 2.227 -1.801
C14 3.152 1.987 -0.832
C15 1.133 1.817 1.406
C16 1.268 1.501 2.768
C17 1.452 2.505 3.733
C18 1.425 3.811 3.364
C19 1.164 4.083 1.993
C20 0.996 3.142 1.042
P2 -0.213 -2.065 0.573
C21 0.272 -3.527 -0.341
C22 -0.088 -4.832 0.072
C23 0.068 -5.918 -0.817
C24 0.734 -5.759 -2.002
C25 1.129 -4.470 -2.421
C26 0.922 -3.385 -1.548
C27 -0.545 -2.577 2.290
C28 -1.727 -3.330 2.474
C29 -2.207 -3.535 3.732
C30 -1.449 -3.204 4.850
C31 -0.249 -2.481 4.665
C32 0.262 -2.234 3.375
H14 7.420 -1.902 -1.200
H15 7.235 -3.014 0.186
H16 7.716 -1.314 0.401
H17 5.548 -0.825 2.080
H18 4.892 -2.436 1.859
H19 3.442 0.163 1.174
H20 3.063 -0.803 2.533
H21 2.339 -2.677 1.170
H22 2.964 -2.062 -0.240
H23 1.419 -0.464 -2.547
H24 3.104 0.063 -4.179
H25 4.920 1.679 -3.680
H26 5.018 2.909 -1.565
H27 3.298 2.409 0.129
H28 1.274 0.442 3.090
H29 1.697 2.224 4.758
H30 1.609 4.670 4.034
H31 1.075 5.127 1.799
H32 0.912 3.401 0.030
H33 -0.585 -5.001 1.041
H34 -0.354 -6.875 -0.507
H35 0.720 -6.523 -2.737
H36 1.564 -4.344 -3.430
H37 1.324 -2.433 -1.918
H38 -2.325 -3.703 1.624
H39 -3.196 -4.044 3.867
H40 -1.763 -3.502 5.865
H41 0.293 -2.213 5.548
H42 1.171 -1.653 3.175
N5 -5.405 6.235 2.781
C33 -4.974 5.359 2.227
C34 -4.277 4.216 1.660
C35 -4.567 3.614 0.367
C36 -3.732 2.586 0.026
N6 -2.556 2.252 0.623
C37 -2.291 2.828 1.775
C38 -3.159 3.767 2.325
H43 -5.357 3.959 -0.270
H44 -3.908 2.093 -0.920
H45 -1.342 2.643 2.298
H46 -2.949 4.190 3.330
C39 0.939 4.469 -3.540
N7 0.351 3.402 -2.752
C40 -0.908 2.955 -2.917
N8 -1.686 3.545 -3.855
O1 -1.363 1.916 -2.348
H47 2.009 4.385 -3.503
H48 0.604 5.403 -3.179
H49 0.738 4.480 -4.574
H50 0.944 2.810 -2.138
H51 -1.397 4.420 -4.359
H52 -2.635 3.256 -4.049

Results
E: -90856.69178 eV
LUMO: -8.07 eV
charge: +3
HOMO level: -14.36 eV
Kohn-Sham gap: 0.231 hartree
relative energy (zero: lowest compared OMol25 entry of this formula, charge and spin): 0.0 kcal per mole

Löwdin atomic charge list, values in e, 4 entries: number 1, In, carries 0.78; number 2, N, carries -0.02; number 3, C, carries -0.23; number 4, C, carries -0.16